[1]
This record from OMol25 describes a cluster of 3 separate species, CH7NO2 in total. The level of theory is ωB97M-V/def2-TZVPD.

## Properties
Calculated total energy: -6726.617 eV
Multiplicity: 1
Kohn-Sham gap: 4.53 eV
Relative energy (zero: lowest compared OMol25 entry of this formula, charge and spin): 201.2 kcal per mole
HOMO: -9.4 eV

Geometry (Å):
N -0.079 0.647 -1.065
C -0.588 -0.223 0.111
O 1.330 -1.416 -1.368
H 0.354 -0.633 0.514
H 0.641 0.064 -1.492
H -1.055 0.489 0.849
H -1.321 -1.022 -0.187
H 1.720 -1.994 -2.012
H 0.377 1.525 -0.829
H -1.000 1.812 2.789
O -0.784 0.987 2.263

***

[2]
This record from OMol25 describes a cluster of 3 separate species, CH7NO3 in total. The level of theory is ωB97M-V/def2-TZVPD.

## Properties
Calculated total energy: -8783.288 eV
Multiplicity: 1
Kohn-Sham gap: 10.56 eV
Relative energy (zero: lowest compared OMol25 entry of this formula, charge and spin): 5.5 kcal per mole
HOMO: -9.7 eV
Structure (SMILES): NC=O.O.O

Geometry (Å):
N -1.663 0.635 -0.675
C -1.860 -0.683 -0.394
O -1.495 -1.161 0.664
H -0.993 1.130 -0.110
H -2.230 1.128 -1.328
H -2.388 -1.332 -1.099
O 1.184 0.974 -0.750
H 1.680 0.444 -0.095
H 1.758 1.717 -0.915
O 2.251 -0.606 1.525
H 1.706 -0.903 2.240
H 2.050 -1.343 0.936

***

[3]
This record from OMol25 describes a cluster of 2 separate species, CH7NOS in total. The level of theory is ωB97M-V/def2-TZVPD.

## Properties
Calculated total energy: -15522.587 eV
Multiplicity: 1
Kohn-Sham gap: 10.31 eV
Relative energy (zero: lowest compared OMol25 entry of this formula, charge and spin): 8.6 kcal per mole
HOMO: -9.5 eV
Structure (SMILES): NCO.S

Geometry (Å):
N -2.010 -1.145 -2.150
C -1.064 -0.278 -1.465
O -0.904 -0.686 -0.113
H -2.910 -1.120 -1.679
H -2.034 -0.932 -3.123
H -1.215 0.799 -1.519
H -0.129 -0.503 -1.996
H -1.609 -0.222 0.331
S 3.967 0.861 3.554
H 4.450 1.107 4.784
H 3.459 2.120 3.375

***

[4]
This record from OMol25 describes a structure of composition CH7NOSSi. The level of theory is ωB97M-V/def2-TZVPD.

## Properties
Calculated total energy: -23399.900 eV
Multiplicity: 1
Kohn-Sham gap: 7.64 eV
Relative energy (zero: lowest compared OMol25 entry of this formula, charge and spin): 1.1 kcal per mole
HOMO: -7.2 eV

Geometry (Å):
C 0.907 -1.433 0.023
N 0.451 1.351 -0.868
O -1.437 0.221 1.414
Si 0.675 0.339 0.470
S -2.327 -0.358 0.304
H 0.575 -2.030 0.807
H 0.056 -1.643 -0.631
H 1.912 -1.537 -0.266
H 0.785 0.973 -1.788
H -0.160 2.171 -0.877
H 1.233 1.034 1.639
H -2.673 0.914 -0.227

***

[5]
This record from OMol25 describes a structure of composition CH7NOSi. The level of theory is ωB97M-V/def2-TZVPD.

## Properties
Calculated total energy: -12562.139 eV
Multiplicity: 1
Kohn-Sham gap: 9.86 eV
Relative energy (zero: lowest compared OMol25 entry of this formula, charge and spin): 35.0 kcal per mole
HOMO: -9.7 eV

Geometry (Å):
C -1.159 -3.032 1.327
N 0.416 0.363 -1.375
O -1.265 -1.898 1.014
Si 1.306 1.723 -1.509
H -0.333 -3.625 0.789
H -0.580 2.872 0.936
H -1.825 -3.543 2.056
H 0.293 -0.056 -0.438
H 1.886 2.674 -0.525
H -0.350 2.219 0.515
H 1.612 2.304 -2.790

***

[6]
This record from OMol25 describes an isolated molecule of CH7NP4. The level of theory is ωB97M-V/def2-TZVPD.

## Properties
Calculated total energy: -39791.757 eV
Multiplicity: 1
Kohn-Sham gap (alpha / beta): 6.42 / 6.83 eV
Relative energy (zero: lowest compared OMol25 entry of this formula, charge and spin): 19.9 kcal per mole
HOMO (alpha / beta): -7.8 / -8.1 eV

Geometry (Å):
C -1.045 0.584 -1.398
N -0.213 1.310 -0.459
P 2.185 -0.079 0.067
P -0.484 1.568 1.111
P 1.215 -1.270 1.510
P -0.552 -0.450 2.283
H -2.027 1.100 -1.912
H -0.456 0.334 -2.399
H -1.442 -0.398 -1.069
H 2.490 -1.248 -0.694
H 0.834 2.044 1.308
H 0.599 -2.450 0.924
H 0.146 0.437 3.243

***

[7]
This record from OMol25 describes a cluster of 2 separate species, CH7NS in total. The level of theory is ωB97M-V/def2-TZVPD.

## Properties
Calculated total energy: -13474.957 eV
Multiplicity: 1
Kohn-Sham gap: 10.61 eV
Relative energy (zero: lowest compared OMol25 entry of this formula, charge and spin): 19.8 kcal per mole
HOMO: -9.6 eV
Structure (SMILES): CN.S

Geometry (Å):
C -1.610 -1.766 0.864
N -0.396 -1.880 1.748
H -1.549 -0.827 0.310
H -1.595 -2.547 0.101
H -2.499 -1.803 1.488
H -0.819 -1.986 2.664
H 0.037 -2.778 1.565
S 3.233 4.580 -3.153
H 2.265 5.471 -3.178
H 2.933 3.535 -2.408

***

[8]
This record from OMol25 describes a cluster of 2 separate species, CH7NS in total. The level of theory is ωB97M-V/def2-TZVPD.

## Properties
Calculated total energy: -13475.099 eV
Multiplicity: 1
Kohn-Sham gap: 10.54 eV
Relative energy (zero: lowest compared OMol25 entry of this formula, charge and spin): 16.6 kcal per mole
HOMO: -9.6 eV
Structure (SMILES): CN.S

Geometry (Å):
C -1.335 0.139 -1.230
N -0.093 -0.490 -1.888
H -1.609 -0.395 -0.327
H -1.016 1.157 -1.021
H -2.183 0.171 -1.926
H -0.436 -0.671 -2.833
H -0.188 -1.450 -1.541
S 0.794 0.225 1.461
H -0.307 -0.221 2.084
H 1.461 0.501 2.551